A structure of composition C37H68N9O6S2 in a non-equilibrium geometry, computed with ωB97M-V/def2-TZVPD.

Summary:
M in Da: 799.14
E_HOMO in eV: -3.1
Frontier orbital gap in eV: 5.11
Charge: -1
Energy in eV: -86831.0303

CARTESIAN COORDINATES (ANGSTROEM)
C: 6.032017 -2.128596 -0.254574
C: 6.081465 -0.559276 0.040344
O: 7.143507 -0.093356 0.521597
O: 5.028026 0.337831 -0.245737
C: 4.111724 0.486816 0.870057
C: 3.149485 1.735439 0.554080
C: 2.542793 1.530447 -0.909618
C: 1.424217 2.620534 -1.292154
S: -0.141789 2.412052 -0.313483
O: -1.191525 3.281921 -0.996113
O: -0.030494 2.866640 1.118184
N: -0.615938 0.792566 -0.534236
S: -0.780419 -0.032114 0.954075
O: 0.438064 0.032241 1.847178
O: -2.073698 0.340101 1.623593
C: -0.956539 -1.846482 0.487051
C: -0.151448 -2.003707 -0.917138
C: 0.220206 -3.524968 -1.254018
N: -1.023426 -4.145521 -1.867659
H: 6.597624 -2.363885 -1.238800
H: 4.969217 -2.525846 -0.398160
H: 6.544323 -2.672651 0.616136
H: 3.425425 -0.431821 0.991900
H: 4.622504 0.649316 1.874410
H: 2.296471 1.680807 1.327421
H: 3.652558 2.744818 0.706597
H: 2.105784 0.467532 -0.975967
H: 3.369069 1.597401 -1.703350
H: 1.806221 3.698912 -1.223758
H: 1.119603 2.466046 -2.391442
H: -0.441167 -2.523722 1.250241
H: -2.055538 -2.123255 0.379238
H: -0.718916 -1.543930 -1.789180
H: 0.832064 -1.429481 -0.748099
H: 1.011718 -3.487853 -2.088866
H: 0.603924 -4.097614 -0.350230
H: -0.757034 -4.922305 -2.501622
H: -1.471925 -3.458183 -2.522592
C: 0.975108 8.108106 1.797301
C: -0.087476 7.118474 1.329561
C: 0.501782 5.915336 0.590016
C: 1.237340 6.379118 -0.631785
N: 1.814704 6.742644 -1.589060
H: 1.519571 8.542438 0.954912
H: 0.511724 8.933482 2.344084
H: 1.697211 7.623179 2.461020
H: -0.797146 7.641117 0.680298
H: -0.648227 6.762075 2.198209
H: -0.295796 5.231114 0.288713
H: 1.191234 5.366644 1.236425
C: -5.699311 -5.911576 -0.003330
C: -5.067771 -5.138849 1.148494
C: -4.256121 -3.929352 0.678356
C: -3.134284 -4.378377 -0.215623
N: -2.215672 -4.745504 -0.944893
H: -4.940658 -6.328388 -0.670543
H: -6.291355 -6.747961 0.378678
H: -6.360262 -5.267535 -0.591870
H: -4.425376 -5.816071 1.720508
H: -5.859842 -4.797744 1.825075
H: -3.836508 -3.400672 1.540044
H: -4.894735 -3.229277 0.129620
C: 4.863995 -3.431354 -4.974736
C: 3.917961 -2.259130 -5.211164
C: 2.796194 -2.180677 -4.173083
C: 1.970213 -3.430613 -4.222240
N: 1.326825 -4.412974 -4.267019
H: 4.344958 -4.390246 -5.056139
H: 5.663016 -3.430692 -5.720101
H: 5.322606 -3.370535 -3.984811
H: 3.488863 -2.346631 -6.214552
H: 4.491396 -1.328373 -5.186550
H: 2.153957 -1.320235 -4.376377
H: 3.209747 -2.064594 -3.167309
C: 0.396272 -7.491676 3.140477
C: -0.003229 -7.721114 1.686503
C: 1.136304 -7.440306 0.704365
C: 1.567707 -6.009926 0.819551
N: 1.898607 -4.886643 0.909729
H: 0.667690 -6.449105 3.323852
H: -0.436832 -7.731415 3.805254
H: 1.246022 -8.122870 3.418323
H: -0.861379 -7.084533 1.449365
H: -0.329310 -8.758269 1.566574
H: 0.805485 -7.631037 -0.319518
H: 1.991575 -8.089297 0.910906
C: -3.431352 2.919628 2.479178
C: -4.388619 4.084103 2.248567
C: -5.519609 4.142247 3.279560
C: -6.339084 2.887172 3.216366
N: -6.983989 1.906772 3.166093
H: -3.937381 1.956584 2.384729
H: -2.628278 2.936173 1.740089
H: -2.979129 2.975047 3.474398
H: -4.809627 4.002556 1.241422
H: -3.824295 5.020945 2.286602
H: -6.167793 4.999869 3.078970
H: -5.113614 4.252636 4.288592
C: -10.093007 4.291688 3.685048
C: -9.512267 5.093855 2.525891
C: -9.450921 6.596333 2.812601
C: -10.831162 7.127085 3.063210
N: -11.912303 7.541180 3.259303
H: -11.128158 4.575363 3.892354
H: -10.089992 3.225753 3.447436
H: -9.506174 4.438671 4.596643
H: -10.115540 4.911657 1.631221
H: -8.503243 4.729903 2.312760
H: -9.016201 7.124331 1.960389
H: -8.827440 6.795039 3.688382
C: 10.088001 -0.234765 -3.558624
C: 9.148968 0.941059 -3.807211
C: 7.993660 1.002555 -2.805173
C: 7.168366 -0.244279 -2.899769
N: 6.520783 -1.221504 -2.974012
H: 9.573346 -1.192210 -3.672077
H: 10.910995 -0.221950 -4.277244
H: 10.514219 -0.190053 -2.552174
H: 8.753273 0.869957 -4.825303
H: 9.720756 1.871455 -3.748809
H: 7.358332 1.866197 -3.015466
H: 8.373498 1.101973 -1.784771

Forces on the atoms, in the same order (eV/Å):
-0.458 -0.030 -0.213
2.856 0.777 1.178
-3.352 -1.375 -1.659
1.144 -1.875 0.852
-1.985 0.803 0.859
-0.387 -1.026 0.204
-0.043 0.449 0.073
0.716 -0.759 -0.720
-4.007 1.300 0.702
2.790 -1.913 0.677
0.954 -1.254 -2.597
1.124 0.934 2.271
-0.431 0.884 2.117
-2.082 -0.261 -2.091
2.474 -0.877 -1.350
0.597 -0.065 -1.959
0.626 -0.618 1.140
-0.077 1.660 -1.190
4.791 4.647 -4.091
-0.937 0.585 1.993
1.403 0.675 0.334
-0.820 0.971 -1.264
1.095 1.182 -0.391
-0.192 -0.181 -1.432
1.188 0.018 -1.213
-0.368 -1.319 -0.468
0.449 1.679 0.115
-1.115 -0.034 1.176
-0.701 -1.519 0.274
0.196 0.168 1.750
-0.734 1.399 -0.759
1.449 0.582 0.191
0.781 -0.441 1.223
-1.470 -0.819 -0.469
-0.924 -0.203 1.698
-0.979 0.839 -1.542
-0.389 0.286 0.966
0.746 -0.297 0.532
-0.052 0.108 0.069
0.097 0.305 0.116
0.113 0.553 -0.625
1.046 0.384 -1.718
-1.480 -0.893 2.505
-0.004 -0.098 0.026
0.063 -0.050 0.015
-0.032 0.045 -0.053
0.009 -0.137 0.020
0.017 -0.121 -0.133
0.224 -0.073 -0.106
-0.036 -0.036 -0.160
-0.063 -0.130 0.030
-0.273 -0.114 0.015
0.993 -0.169 -0.686
1.944 0.763 -1.416
-7.006 -5.818 5.501
0.026 0.158 0.046
-0.035 0.066 -0.043
0.039 -0.048 0.020
0.033 0.147 -0.024
0.058 0.047 0.013
-0.044 0.113 -0.096
0.000 0.050 0.118
0.049 -0.103 0.016
0.314 -0.143 -0.174
-0.321 -0.640 -0.255
-1.261 -1.675 -0.045
1.749 2.529 -0.061
-0.037 0.077 0.016
-0.015 0.021 0.082
-0.022 0.026 -0.104
-0.067 0.085 0.105
-0.135 -0.017 0.095
-0.090 -0.156 0.115
-0.084 -0.084 -0.030
-0.015 -0.020 0.060
-0.223 0.029 0.327
-0.072 0.788 0.133
0.893 1.820 0.078
-0.582 -3.201 0.128
0.026 -0.070 -0.056
0.079 -0.009 -0.038
-0.043 0.058 0.017
0.105 -0.067 -0.139
0.061 0.068 -0.131
0.104 0.159 0.029
0.022 0.160 -0.010
-0.027 0.094 -0.093
0.354 -0.185 -0.120
-0.301 -0.657 -0.327
-1.274 -1.608 0.136
1.604 2.590 0.104
0.076 0.075 0.017
-0.051 -0.072 0.133
0.000 -0.028 -0.058
-0.041 0.086 0.103
-0.166 0.041 0.033
-0.108 -0.131 0.100
-0.089 -0.122 -0.040
-0.039 -0.107 0.006
-0.068 -0.345 0.086
-0.812 0.044 -0.045
-1.766 1.007 0.394
2.794 -1.121 -0.524
0.080 0.076 -0.002
0.095 0.086 0.056
-0.047 -0.044 -0.053
0.116 0.113 0.018
-0.059 0.103 -0.043
-0.122 0.091 0.112
-0.141 0.050 -0.014
0.092 -0.014 -0.033
0.247 -0.167 -0.168
-0.271 -0.614 -0.247
-1.309 -1.517 0.006
1.788 2.786 -0.354
-0.014 0.075 0.064
-0.030 0.006 0.079
-0.037 -0.035 -0.071
-0.035 0.089 0.102
-0.157 0.004 0.040
-0.101 -0.172 0.100
-0.176 -0.134 -0.008